Density functional theory data (wB97M-V/def2-TZVPD) for a 2-piece molecular cluster, C5H12NO2 overall in a non-equilibrium geometry.

Each line ends with the Mulliken charge.
Atoms and positions in Å:
C: 1.5392 0.8754 1.9291  -0.291
O: 0.2351 1.3341 2.1660  -0.544
C: 1.7982 0.7570 0.4472  -0.994
C: 1.0193 -0.4532 -0.2573  -0.073
C: -0.4242 -0.0201 -0.5327  -0.791
C: -1.4676 -0.8683 -0.2424  0.147
N: -2.7249 -0.5086 -0.3196  -0.640
H: 2.3590 1.5707 2.2366  0.277
H: 1.6615 -0.0961 2.4668  0.275
H: 1.5590 1.6938 0.0498  0.399
H: 2.8951 0.6573 0.3147  0.374
H: 1.0791 -1.1834 0.6094  0.095
H: 1.6105 -0.8740 -1.0998  0.278
H: -0.5518 0.9388 -0.9207  0.419
H: -1.3688 -1.9432 0.1605  0.302
H: -2.8208 0.4434 -0.7091  0.265
H: -0.9414 -0.6083 -2.4848  0.400
H: 0.5907 -1.0877 -2.6456  0.349
H: -0.5671 1.1056 1.6156  0.348
O: -0.3565 -1.2356 -2.8404  -0.596

Output
DFT total energy (Eh): -402.82003
HOMO-LUMO gap (alpha / beta) (eV): 9.6 / 9.1
E_HOMO (alpha / beta) (eV): -8.88 / -10.26
2S+1: 2
LUMO (alpha / beta) (eV): 0.72 / -1.15
⟨S²⟩: 0.778


Density functional theory data (wB97M-V/def2-TZVPD) for C38H90AgClN8O16 as an isolated structure in a non-equilibrium geometry.

Each line ends with the Mulliken charge.
Atoms and positions in Å:
Ag: 20.9670 -20.2215 10.6315  1.880
Cl: 20.4521 -17.2306 6.5355  1.868
O: 19.4552 -16.8007 7.5610  -0.688
O: 21.5204 -16.2791 6.6981  -0.765
O: 21.0302 -18.5164 6.6702  -0.763
O: 19.9044 -17.1111 5.2699  -0.719
C: 20.0977 -21.9202 14.7102  -0.493
C: 19.4288 -23.0998 14.9740  -0.523
C: 19.0430 -24.0822 13.8644  0.378
O: 18.6146 -25.2940 14.0240  -0.813
C: 19.2542 -23.7759 12.5856  -0.700
C: 19.7946 -22.5079 12.2112  -0.531
C: 20.2130 -21.4625 13.3222  -0.473
O: 20.6428 -20.3955 12.8703  2.431
O: 19.9081 -22.1061 11.0354  0.153
O: 19.2103 -23.2860 16.2586  -0.864
H: 20.3189 -21.2502 15.5278  0.618
H: 19.0387 -24.5216 11.8346  0.125
C: 19.4229 -18.4187 15.9593  -0.918
C: 20.4330 -17.5779 15.2653  1.949
C: 20.7716 -16.2316 15.9473  -1.369
O: 19.6110 -15.4261 16.0766  -0.352
C: 19.9271 -14.4673 17.0743  -0.852
N: 21.6731 -18.3468 15.1383  0.095
H: 19.8464 -18.8224 16.8790  -0.116
H: 19.0624 -19.2122 15.3047  -0.031
H: 18.5793 -17.8826 16.3941  0.529
H: 20.1289 -17.3614 14.2412  -0.432
H: 21.6156 -15.7060 15.5006  0.491
H: 21.2087 -16.4463 16.9225  0.266
H: 20.8164 -13.8676 16.8808  0.316
H: 19.7741 -14.7768 18.1082  0.324
H: 19.0999 -13.7633 16.9836  0.309
H: 21.5034 -19.1145 14.5044  -0.561
H: 21.7871 -18.8353 16.0150  0.037
C: 26.7723 -20.5543 10.3348  -1.218
C: 26.6239 -19.2941 9.4140  0.274
C: 27.2877 -19.4049 8.0050  -0.757
O: 28.6955 -19.5084 8.0521  -0.339
C: 29.3651 -19.2848 6.8077  -0.768
N: 25.1879 -19.1069 9.2275  -0.358
H: 27.8405 -20.7661 10.3812  0.461
H: 26.2822 -21.3605 9.7890  0.107
H: 26.3840 -20.4615 11.3491  0.358
H: 26.9366 -18.4100 9.9695  0.352
H: 26.9353 -18.5658 7.4051  0.449
H: 26.8375 -20.2634 7.5066  0.271
H: 29.2862 -18.2267 6.5580  0.314
H: 28.9995 -19.8678 5.9624  0.302
H: 30.4355 -19.4822 6.8653  0.272
H: 24.6674 -18.7967 10.0356  -0.451
H: 24.9993 -18.3158 8.6285  0.212
C: 21.2815 -25.3232 7.1731  -1.096
C: 19.8884 -25.2460 6.6658  0.724
C: 19.2266 -23.8084 6.6714  -1.249
O: 19.1478 -23.2445 8.0159  -0.092
C: 18.5444 -24.0326 9.0506  -0.616
N: 19.8336 -25.6992 5.3123  -0.795
H: 21.6903 -26.3334 7.1911  0.427
H: 21.4476 -24.9742 8.1922  0.127
H: 21.9128 -24.6852 6.5546  0.190
H: 19.3107 -25.9436 7.2721  0.235
H: 18.2725 -23.8298 6.1448  0.509
H: 19.7408 -23.0837 6.0401  0.449
H: 17.6601 -24.5751 8.7161  0.421
H: 18.0633 -23.4088 9.8039  -0.327
H: 19.2835 -24.6849 9.5158  0.392
H: 20.3347 -25.0608 4.7111  0.298
H: 18.9002 -25.4808 4.9941  0.304
C: 17.1622 -20.4011 7.8107  -1.579
C: 18.0277 -19.8853 8.9695  -0.465
C: 17.4357 -20.1269 10.3717  0.528
O: 18.2078 -19.3353 11.2080  -0.315
C: 17.6569 -19.2761 12.5465  -0.546
N: 19.3696 -20.4491 8.7842  1.159
H: 17.4078 -20.1862 6.7707  0.379
H: 16.1499 -20.0214 7.9494  0.497
H: 17.1531 -21.4896 7.8659  0.135
H: 18.1502 -18.8151 8.8027  0.255
H: 17.3900 -21.1976 10.5705  -1.167
H: 16.4060 -19.7814 10.4635  1.035
H: 17.6807 -20.2830 12.9633  -0.066
H: 16.6084 -18.9797 12.5768  0.560
H: 18.1472 -18.6018 13.2487  -0.193
H: 19.2731 -21.4545 8.7858  -1.116
H: 19.4180 -20.2505 7.7951  0.292
C: 20.4991 -15.7274 10.7908  -1.906
C: 21.3347 -16.9636 10.5495  0.030
C: 22.1288 -17.4160 11.7539  0.210
O: 22.8346 -18.6576 11.6002  0.699
C: 23.9767 -18.6527 12.4404  -0.928
N: 20.2950 -18.0017 10.2194  0.536
H: 20.0031 -15.4787 9.8526  0.404
H: 21.1764 -14.9002 11.0030  0.541
H: 19.8955 -15.7736 11.6972  0.331
H: 21.9877 -16.8264 9.6877  0.325
H: 21.5590 -17.3726 12.6821  -0.930
H: 22.8621 -16.6388 11.9695  0.780
H: 24.6598 -19.4692 12.2062  -0.137
H: 23.8665 -18.6177 13.5242  0.007
H: 24.5326 -17.7428 12.2146  0.568
H: 19.3719 -17.8503 10.6002  0.279
H: 20.0214 -17.8964 9.2529  -0.486
C: 23.1068 -21.9864 7.3582  -1.620
C: 22.4733 -21.6633 8.7037  1.316
C: 23.1667 -22.2297 9.9349  -0.847
O: 22.6918 -21.5604 11.1342  0.870
C: 23.2909 -22.2235 12.2199  -1.003
N: 22.4289 -20.1909 8.8155  0.110
H: 23.0959 -23.0693 7.2349  0.333
H: 24.1379 -21.6337 7.3383  0.138
H: 22.5313 -21.4849 6.5800  0.431
H: 21.4337 -21.9725 8.5956  -0.339
H: 24.2547 -22.1696 9.9589  0.101
H: 22.9246 -23.2922 9.9586  0.474
H: 24.3645 -22.1400 12.3886  0.286
H: 23.1306 -23.3010 12.2576  0.443
H: 22.7468 -21.8661 13.0942  -0.440
H: 23.4110 -19.9615 8.7607  -0.054
H: 22.1436 -19.8082 7.9254  0.170
C: 15.3076 -19.6526 15.6807  -1.424
C: 15.0272 -21.1368 15.7683  0.599
C: 15.6578 -22.0059 14.7829  -0.044
O: 15.0481 -21.7798 13.4623  -0.476
C: 15.7050 -22.4521 12.3692  -0.290
N: 15.4635 -21.6378 17.0370  -0.663
H: 16.3398 -19.3499 15.8568  0.235
H: 14.7067 -19.0219 16.3359  0.451
H: 15.1016 -19.2310 14.6968  0.264
H: 13.9462 -21.2752 15.7892  0.185
H: 15.5004 -23.0475 15.0630  0.421
H: 16.7434 -21.9099 14.7627  -0.151
H: 16.7561 -22.1711 12.4332  -0.124
H: 15.3479 -22.1155 11.3959  0.290
H: 15.6761 -23.5392 12.4437  0.405
H: 15.4754 -22.6455 17.1036  0.197
H: 14.9194 -21.3026 17.8191  0.239
C: 23.3710 -23.0637 15.7768  -1.724
C: 23.2291 -21.6031 15.9390  3.269
C: 22.5817 -21.2385 17.2725  -1.361
O: 22.5719 -19.7910 17.3472  -0.532
C: 22.1757 -19.3535 18.6295  -1.047
N: 24.4814 -20.9647 15.6625  -0.772
H: 23.9245 -23.4980 14.9442  0.285
H: 22.4516 -23.6329 15.9136  0.305
H: 23.9587 -23.3857 16.6365  0.528
H: 22.5991 -21.1999 15.1460  -2.107
H: 22.9923 -21.7123 18.1641  0.699
H: 21.5378 -21.5512 17.2469  0.367
H: 22.7394 -19.9060 19.3813  0.369
H: 21.1034 -19.4343 18.8082  0.333
H: 22.3804 -18.3040 18.8407  0.320
H: 24.3250 -19.9866 15.8602  0.380
H: 25.1301 -21.2372 16.3870  0.297

Output
DFT total energy (Eh): -3750.41305
HOMO-LUMO gap (alpha / beta) (eV): 6.8 / 4.8
E_HOMO (alpha / beta) (eV): -4.69 / -4.65
2S+1: 2
LUMO (alpha / beta) (eV): 2.09 / 0.13
⟨S²⟩: 0.754
Charge: -1


Density functional theory data (wB97M-V/def2-TZVPD) for C6H18OSi2 in the gas phase in a non-equilibrium geometry.

Each line ends with the Mulliken charge.
Atoms and positions in Å:
C: -0.1949 2.1985 1.0809  -1.439
C: 0.3609 1.8059 -0.2668  0.393
C: -0.2569 2.8573 -1.1858  -1.480
Si: 0.0411 -0.0552 -0.5937  -0.136
O: -1.3777 -0.5812 0.0009  0.250
Si: -2.7892 -1.0322 0.6495  0.137
C: 1.4431 -1.2492 -0.0799  0.580
C: 1.9092 -2.0916 -1.1809  -1.426
C: 0.9367 -2.0684 1.1386  -1.289
H: -1.2826 2.0668 0.9103  0.307
H: 0.1483 1.5597 1.9341  0.275
H: 0.1773 3.1948 1.2863  0.481
H: 1.3999 1.9427 -0.1980  0.409
H: -1.2936 2.5688 -1.1649  0.406
H: 0.0208 2.7861 -2.2029  0.384
H: -0.1753 3.9282 -0.8374  0.343
H: -0.4411 0.0727 -2.2616  -0.178
H: -3.3155 -2.4149 0.0994  -0.100
H: -2.3922 -1.1398 2.1279  -0.107
H: -3.8494 0.0611 0.5419  -0.113
H: 2.2453 -0.5712 0.2756  0.336
H: 1.5431 -3.1341 -1.1495  0.308
H: 1.7633 -1.5542 -2.1184  0.366
H: 2.9935 -2.2654 -0.9022  0.371
H: -0.0575 -2.6419 0.7864  0.168
H: 0.7106 -1.4277 2.0048  0.329
H: 1.7332 -2.8154 1.3052  0.424

Output
DFT total energy (Eh): -893.63342
HOMO-LUMO gap (eV): 10.4
Structure (SMILES): CC(C)[SiH](O[SiH3])C(C)C
E_HOMO (eV): -9.54
LUMO (eV): 0.86


> Which of these has the lowest DFT total energy?

C38H90AgClN8O16